C36H28BF5N6PdS | ωB97M-V/def2-TZVPD

The geometry in XYZ format:
```
78
Properties=species:S:1:pos:R:3:mulliken_charge:R:1
Pd 0.11811 -0.69262 -0.70200 -2.05
C 5.51420 1.25080 1.20899 -1.33
C 4.58686 0.41332 0.38785 0.75
C 4.88134 -0.54982 -0.55541 -1.53
C 3.62140 -1.01138 -1.00981 0.30
N 2.66188 -0.35947 -0.37397 0.54
N 3.23403 0.49739 0.46703 0.15
B 2.35946 1.40799 1.37730 -0.78
N 1.47925 0.50046 2.27007 0.28
N 0.67450 -0.40880 1.71735 0.89
C 0.05950 -1.05925 2.69133 -0.10
C 0.48733 -0.54069 3.93852 -1.42
C 1.39414 0.44953 3.62394 0.78
C 2.14005 1.37453 4.53137 -1.32
C -0.93250 -2.10228 2.39986 0.78
C -1.69025 -2.65864 3.42923 -0.66
C -2.64898 -3.62580 3.16657 -0.64
C -2.86502 -4.05211 1.86448 -0.47
C -2.12221 -3.49806 0.82883 -0.74
C -1.16867 -2.52827 1.08637 0.44
N 1.46865 2.29239 0.47271 0.25
N 0.65474 1.73192 -0.42361 0.92
C 0.02892 2.70031 -1.07218 -0.08
C 0.45924 3.95175 -0.56607 -1.47
C 1.37898 3.64569 0.41476 0.80
C 2.13520 4.56106 1.32343 -1.31
C -0.97681 2.40000 -2.09932 0.75
C -1.21031 1.08428 -2.51981 0.48
C -2.17857 0.81875 -3.47279 -0.76
C -2.93807 1.84826 -4.01547 -0.48
C -2.72367 3.15259 -3.59528 -0.63
C -1.75077 3.42329 -2.64460 -0.64
C 3.27911 -2.03461 -2.00266 0.20
C 4.27269 -2.74187 -2.68031 -0.70
C 3.94290 -3.71276 -3.61457 -0.56
C 2.61141 -3.99183 -3.88612 -0.37
C 1.61367 -3.29143 -3.21648 -1.12
C 1.93536 -2.32119 -2.28344 -0.34
H 6.54807 1.00625 0.96607 0.37
H 5.35319 2.31441 1.02135 0.20
H 5.35683 1.08134 2.27620 0.20
H 5.86975 -0.85998 -0.85753 0.38
H 3.06889 2.09293 2.05587 -0.17
H 0.20506 -0.84991 4.93251 0.38
H 1.87355 1.16794 5.56747 0.38
H 3.22184 1.27211 4.41926 0.18
H 1.88619 2.41365 4.30993 0.18
H -1.54785 -2.30457 4.44385 0.24
H -3.23844 -4.03711 3.97893 0.36
H -3.62570 -4.79632 1.65430 0.35
H -2.30517 -3.81007 -0.19234 0.38
H -0.61024 -2.04619 0.23951 0.52
H 0.17169 4.94329 -0.87828 0.38
H 1.86471 5.59531 1.11285 0.38
H 1.89551 4.34754 2.36757 0.18
H 3.21567 4.44919 1.20769 0.19
H -0.63778 0.24207 -2.04690 0.53
H -2.35974 -0.20397 -3.78060 0.37
H -3.71086 1.63104 -4.74502 0.35
H -3.32455 3.96037 -3.99895 0.36
H -1.60986 4.43922 -2.29378 0.24
H 5.31515 -2.52853 -2.47158 0.28
H 4.72881 -4.25307 -4.13125 0.36
H 2.35203 -4.75143 -4.61542 0.35
H 0.57272 -3.50763 -3.42716 0.42
H 1.13100 -1.75144 -1.73906 1.74
F -8.11389 -0.68427 -0.74493 -0.36
C -6.81832 -0.41596 -0.45732 0.74
C -5.79327 -1.08291 -1.10548 -0.30
F -6.11413 -2.01022 -2.03218 -0.35
C -4.47692 -0.80835 -0.81265 -0.20
F -3.53837 -1.49608 -1.48103 -0.32
C -4.07538 0.15123 0.14834 0.54
S -2.46354 0.50714 0.52506 -0.14
C -5.16575 0.80111 0.77938 -0.01
F -4.92752 1.73444 1.71407 -0.35
C -6.48444 0.53356 0.49295 0.20
F -7.47607 1.19045 1.13218 -0.34
```

Values from the calculation:
- HOMO-LUMO gap (eV) = 5.018
- LUMO level (eV) = 4.26
- molar mass (Da) = 788.95
- DFT total energy (hartree) = -2767.52261
- net charge = -2

***

C36H28Br4N4O5SV | ωB97M-V/def2-TZVPD

The geometry in XYZ format:
```
79
Properties=species:S:1:pos:R:3:mulliken_charge:R:1
V 0.60327 -0.31674 -0.31286 0.62
O 0.25883 -1.04903 4.25401 -0.80
S -0.13576 -0.29915 3.07430 1.14
O -1.40368 -0.63489 2.48533 -0.71
N 0.97438 -0.29833 1.92600 0.25
C 2.27732 0.00177 2.25916 0.53
C 2.79478 0.24552 3.52844 -0.59
C 4.15579 0.52097 3.72819 -0.84
C 5.05184 0.55468 2.69576 -0.93
C 4.58091 0.32527 1.38425 1.15
C 5.42890 0.34992 0.25607 -0.65
C 4.90967 0.14048 -0.98823 -1.26
C 3.52998 -0.07895 -1.12043 -0.39
N 2.71321 -0.10756 -0.08917 0.50
C 3.20554 0.07339 1.16504 -0.52
C -0.27540 1.40555 3.60504 0.11
C -0.38976 2.40654 2.64906 0.45
C -0.55901 3.71823 3.07140 -0.92
C -0.61195 4.02264 4.42592 -0.46
C -0.48957 3.01328 5.37198 -0.65
C -0.31909 1.69884 4.95962 -0.55
H 2.15035 0.18733 4.39028 0.44
H 4.49595 0.70136 4.74217 0.37
H 6.10396 0.75774 2.85826 0.34
H 6.48638 0.54335 0.40014 0.37
H 5.53092 0.16000 -1.87387 0.41
H 3.06505 -0.21985 -2.08900 0.68
H -0.32666 2.17629 1.58888 0.01
H -0.64312 4.50127 2.32949 0.32
H -0.74110 5.05084 4.74436 0.37
H -0.52494 3.24877 6.42947 0.35
H -0.21904 0.89060 5.67237 0.47
Br 0.94721 5.95082 -3.50080 -0.25
C 0.92771 4.08242 -3.17076 0.35
C 1.19116 3.18993 -4.19170 0.33
Br 1.59163 3.79979 -5.94349 -0.25
C 1.17056 1.81218 -3.91192 0.14
Br 1.49422 0.51306 -5.26323 -0.27
C 0.88354 1.30454 -2.64670 -0.24
O 0.82822 0.03742 -2.37830 -0.44
C 0.62292 2.23927 -1.57014 -0.41
O 0.36905 1.76443 -0.39953 0.35
C 0.65254 3.60212 -1.87824 -0.05
Br 0.27410 4.78163 -0.44439 -0.17
C -1.24619 -4.24518 -2.96146 -0.91
N -0.10056 -4.00020 -2.11101 0.29
C 0.33143 -5.08305 -1.25637 -0.81
C 0.20789 -2.73488 -1.78328 0.31
O 0.92743 -2.45000 -0.82357 -0.81
H -1.02970 -5.05793 -3.66000 0.34
H -1.47096 -3.34206 -3.52630 0.31
H -2.12469 -4.50079 -2.36067 0.21
H 0.45933 -5.98416 -1.86008 0.34
H -0.40363 -5.27514 -0.46960 0.18
H 1.27626 -4.81184 -0.79328 0.25
H -0.24393 -1.96885 -2.41568 0.10
C -3.71391 -4.32918 -0.01713 -0.82
C -2.46143 -4.12059 0.56811 -0.72
C -1.77764 -2.93335 0.41910 -0.19
C -2.30657 -1.85458 -0.34571 0.05
C -3.60160 -2.07403 -0.89840 -0.51
C -4.26916 -3.27683 -0.73712 -0.64
N -1.58330 -0.73268 -0.54714 1.56
C -2.28606 0.39586 -1.00503 -1.49
C -2.21882 0.82955 -2.33108 0.29
C -2.82910 2.01301 -2.72651 -0.51
C -3.53677 2.77970 -1.81225 -0.49
C -3.63140 2.34473 -0.49435 -0.78
C -3.01786 1.16893 -0.09508 0.31
H -4.24856 -5.26218 0.11760 0.30
H -2.01842 -4.90142 1.18053 0.52
H -0.82783 -2.78460 0.91408 0.18
H -4.06769 -1.27985 -1.46817 0.41
H -5.25063 -3.39294 -1.18867 0.32
H -1.63822 0.24861 -3.03808 0.17
H -2.72583 2.34815 -3.75293 0.38
H -3.98880 3.71684 -2.11588 0.34
H -4.16618 2.94355 0.23558 0.35
H -3.04771 0.83966 0.93759 0.47
```

Values from the calculation:
- HOMO-LUMO gap (alpha / beta) (eV) = 4.953 / 5.621
- LUMO level (alpha / beta) (eV) = 4.06 / 4.06
- energy above the lowest of the compared OMol25 structures with the same formula, charge and spin (kJ/mol) = 0.0
- molar mass (Da) = 999.27
- DFT total energy (hartree) = -13622.34744
- multiplicity = 4
- net charge = -2